Record 1
6
Properties=species:S:1:pos:R:3 method="wB97M-V/def2-TZVPD" gap_ha="0.347 / 0.192" total_energy_ev=-20502.5879 e_homo_ev="-9.5545 / -7.0811"
C -1.357 0.567 0.139
O 1.264 -1.728 0.097
P 2.239 -0.659 0.117
I 0.416 1.682 -0.018
H -1.645 0.443 -0.884
H -0.918 -0.305 0.549


Record 2
17
Properties=species:S:1:pos:R:3 method="wB97M-V/def2-TZVPD" gap_ha="0.305 / 0.282" total_charge=+1 total_energy_ev=-18567.1473 e_homo_ev="-13.7088 / -14.0881"
C 1.077 0.146 0.200
C -0.311 -0.808 1.818
C 0.250 1.895 -1.315
N 0.708 -1.015 0.862
N -0.047 0.622 -0.825
N -0.950 -1.636 -0.848
S -1.469 -0.112 -0.725
H 1.395 0.910 1.032
H 2.002 -0.126 -0.412
H -1.354 -0.526 1.411
H -0.564 -1.617 2.407
H -0.141 0.046 2.410
H 0.299 2.633 -0.528
H 1.325 1.765 -1.759
H -0.621 2.064 -2.045
H -0.272 -1.837 -1.513
H -1.327 -2.403 -0.170


Record 3
20
Properties=species:S:1:pos:R:3 method="wB97M-V/def2-TZVPD" gap_ha="0.297 / 0.297" total_energy_ev=-23821.0060 e_homo_ev="-9.3392 / -9.3400"
C 1.852 0.216 0.670
C 1.197 1.334 0.349
C 1.308 -1.099 0.212
C 0.322 -1.199 -0.778
C -0.404 0.379 -1.371
C -0.148 1.498 -0.412
C -1.595 0.556 1.357
N 1.639 -2.089 0.957
O -1.481 -2.335 -2.267
O -1.118 1.660 0.639
S -0.200 -2.542 -1.584
H 2.700 0.408 1.207
H 1.595 2.281 0.675
H -0.071 0.590 -2.379
H -1.516 0.110 -1.485
H -0.102 2.492 -0.987
H -1.907 -0.253 0.557
H -2.392 0.873 1.955
H -0.851 0.069 1.957
H 1.172 -2.946 0.727


Record 4
11
Properties=species:S:1:pos:R:3 method="wB97M-V/def2-TZVPD" gap_ha=0.342 total_energy_ev=-21624.4416 e_homo_ev=-11.1296
C -0.085 0.451 -0.054
S -0.781 0.122 1.522
O -1.394 1.268 2.088
O 0.144 -0.549 2.383
C -2.179 -0.981 1.164
O -2.405 -1.099 -0.041
C -2.926 -1.189 2.345
N -3.310 -1.246 3.419
H -0.963 0.654 -0.613
H 0.307 1.448 0.069
H 0.394 -0.406 -0.323


Record 5
78
Properties=species:S:1:pos:R:3 method="wB97M-V/def2-TZVPD" gap_ha=0.235 total_charge=+1 total_energy_ev=-136374.5103 e_homo_ev=-9.8345
Y 0.445 -0.706 -0.633
C 3.295 -2.072 -2.829
O 3.013 -1.612 -1.503
C 3.693 -2.331 -0.474
C 3.000 -3.613 -0.126
O 1.700 -3.294 0.342
C 0.901 -4.454 0.541
C -0.495 -4.007 0.866
O -1.041 -3.182 -0.151
C -1.599 -3.941 -1.238
H 4.360 -1.971 -3.038
H 2.730 -1.445 -3.514
H 2.993 -3.111 -2.970
H 3.700 -1.670 0.393
H 4.724 -2.538 -0.771
H 3.573 -4.145 0.639
H 2.922 -4.265 -1.003
H 1.288 -5.048 1.375
H 0.926 -5.075 -0.361
H -0.481 -3.411 1.779
H -1.125 -4.885 1.027
H -2.347 -4.633 -0.848
H -0.824 -4.498 -1.770
H -2.050 -3.232 -1.918
C 1.572 3.008 -1.922
Si 2.223 2.881 -0.164
C 3.831 1.898 -0.207
C 2.517 4.579 0.570
Si 0.628 1.747 1.150
Si 1.350 0.496 3.011
C 3.028 -0.329 2.754
C 1.401 1.549 4.560
C 0.128 -0.925 3.262
Si -1.649 2.424 1.138
C -1.857 3.653 2.540
C -2.651 0.853 1.469
C -2.224 3.205 -0.456
H 2.269 3.556 -2.562
H 0.611 3.525 -1.956
H 1.418 2.020 -2.368
H 4.541 2.350 -0.905
H 3.660 0.866 -0.533
H 4.312 1.868 0.772
H 3.240 5.152 -0.017
H 2.900 4.508 1.590
H 1.589 5.153 0.601
H 3.712 0.287 2.169
H 2.907 -1.288 2.240
H 3.506 -0.530 3.715
H 2.135 2.353 4.466
H 1.673 0.956 5.438
H 0.432 2.011 4.758
H 0.138 -1.598 2.396
H -0.894 -0.567 3.394
H 0.385 -1.520 4.143
H -1.660 3.211 3.518
H -2.876 4.052 2.554
H -1.181 4.501 2.414
H -2.621 0.567 2.522
H -2.280 0.007 0.878
H -3.701 1.000 1.201
H -1.682 4.129 -0.670
H -3.286 3.454 -0.383
H -2.086 2.530 -1.299
Br -7.858 0.739 -3.191
C -6.005 0.388 -3.047
C -5.131 0.955 -3.961
C -3.769 0.742 -3.813
C -3.295 -0.053 -2.780
C -4.188 -0.652 -1.899
C -5.550 -0.425 -2.022
C -1.834 -0.206 -2.510
O -1.150 0.807 -2.231
O -1.329 -1.367 -2.447
H -5.511 1.567 -4.767
H -3.075 1.199 -4.507
H -3.818 -1.284 -1.100
H -6.249 -0.861 -1.323


Record 6
14
Properties=species:S:1:pos:R:3 method="wB97M-V/def2-TZVPD" gap_ha="0.315 / 0.158" total_charge=+1 total_energy_ev=-6789.7256 e_homo_ev="-15.0821 / -12.5477"
C -0.427 1.919 -1.489
C 0.369 0.656 -1.117
C -1.054 1.316 0.654
C -0.174 0.220 0.185
C 0.884 -3.177 1.170
N -1.134 2.266 -0.448
H -0.416 2.477 -2.418
H 0.581 -0.095 -1.862
H 1.266 1.202 -0.703
H -2.119 0.969 0.938
H -0.591 1.811 1.557
H 0.741 -2.544 0.385
H 1.415 -2.766 2.025
H 0.658 -4.254 1.122


Record 7
20
Properties=species:S:1:pos:R:3 method="wB97M-V/def2-TZVPD" gap_ha=0.314 total_charge=+1 total_energy_ev=-20207.6341 e_homo_ev=-12.9796
C -1.322 -1.154 -0.577
C -1.301 1.153 -0.686
C -1.622 -0.966 -1.896
C 1.321 -1.086 0.374
C -0.357 0.155 1.340
C 1.465 1.377 0.393
N -1.174 0.044 0.118
N 1.030 0.170 0.959
S -1.567 0.715 -2.276
H -1.355 -2.061 0.015
H -1.137 2.090 -0.263
H 2.430 -1.193 0.113
H 1.103 -2.050 0.993
H 0.858 -1.192 -0.646
H -0.614 1.031 1.822
H -1.934 -1.630 -2.663
H -0.663 -0.569 2.012
H 2.609 1.249 0.229
H 0.848 1.681 -0.461
H 1.383 2.235 1.101


Record 8
11
Properties=species:S:1:pos:R:3 method="wB97M-V/def2-TZVPD" gap_ha=0.386 total_energy_ev=-8205.5908 e_homo_ev=-9.7608
H -2.378 -1.165 0.197
N -1.723 -0.855 0.880
N -0.624 -1.487 0.874
O 0.156 -1.375 1.786
H -0.247 -2.013 0.004
C 1.082 0.990 -0.697
O -0.282 1.068 -0.616
H 1.504 1.783 -1.369
H 1.319 -0.020 -1.157
H 1.611 1.209 0.194
H -0.418 1.865 -0.095


Record 9
94
Properties=species:S:1:pos:R:3 method="wB97M-V/def2-TZVPD" gap_ha="0.314 / 0.259" total_charge=+2 s_squared=3.786 total_energy_ev=-168046.6069 multiplicity=4 e_homo_ev="-13.7835 / -13.7755"
Re -0.907 15.661 12.337
O 0.617 14.828 11.277
S 2.142 15.118 11.295
C 2.588 15.371 9.591
C 1.864 14.521 8.507
C 0.428 15.147 8.297
C -0.683 14.129 8.345
S -2.106 14.680 9.244
O -1.727 15.635 10.443
C -2.906 15.941 8.115
C -3.557 15.404 7.040
C -3.996 16.354 6.106
C -3.875 17.766 6.310
C -3.121 18.239 7.383
C -2.650 17.306 8.268
C 2.829 13.569 11.827
C 3.962 13.637 12.583
C 4.624 12.513 13.056
C 4.087 11.300 12.742
C 2.968 11.192 11.979
C 2.293 12.284 11.497
H 3.686 15.260 9.556
H 2.479 16.451 9.390
H 1.879 13.440 8.746
H 2.472 14.652 7.584
H 0.331 15.805 7.409
H 0.250 15.890 9.123
H -0.405 13.211 8.858
H -1.240 13.964 7.443
H -3.666 14.319 6.940
H -4.423 16.040 5.171
H -4.261 18.383 5.568
H -2.870 19.334 7.381
H -2.020 17.621 9.131
H 4.432 14.594 12.800
H 5.569 12.660 13.575
H 4.514 10.380 13.170
H 2.715 10.137 11.651
H 1.563 12.194 10.756
C 3.938 18.458 15.455
C 2.741 19.028 15.025
C 1.690 18.217 14.747
C 1.819 16.812 14.864
C 3.096 16.217 15.118
C 4.129 17.065 15.459
As 0.291 15.665 14.664
C 1.008 13.985 15.375
C 1.320 13.986 16.704
C 1.797 12.862 17.386
C 1.959 11.721 16.594
C 1.640 11.707 15.232
C 1.155 12.831 14.643
C -0.993 16.088 16.016
C -0.924 17.210 16.787
C -1.911 17.368 17.756
C -2.913 16.421 17.898
C -3.011 15.294 17.017
C -1.976 15.076 16.149
H 4.705 19.207 15.850
H 2.719 20.079 14.966
H 0.738 18.625 14.487
H 3.323 15.150 14.986
H 5.161 16.772 15.757
H 1.261 14.835 17.334
H 2.143 12.812 18.405
H 2.407 10.814 16.992
H 1.750 10.898 14.601
H 0.715 12.771 13.613
H -0.203 17.902 16.484
H -1.797 18.194 18.446
H -3.672 16.506 18.688
H -3.920 14.718 17.043
H -2.037 14.198 15.507
I -6.925 15.610 12.587
C -5.123 16.282 13.222
C -5.167 17.379 14.060
C -4.005 18.021 14.446
C -2.805 17.555 13.978
N -2.703 16.455 13.235
C -3.889 15.833 12.821
H -6.128 17.791 14.363
H -4.017 18.952 15.047
H -1.873 18.111 14.071
H -3.807 14.936 12.102
O -1.602 12.186 11.010
S -1.707 12.449 12.421
N -1.550 13.852 12.983
F 1.343 18.553 9.561
C 1.421 19.164 10.807
F 1.239 20.472 10.668
F 2.693 18.949 11.260
C 0.217 18.683 11.689
O -0.353 19.428 12.396
O -0.102 17.404 11.595


Record 10
20
Properties=species:S:1:pos:R:3 method="wB97M-V/def2-TZVPD" gap_ha="0.318 / 0.241" total_energy_ev=-42061.9306 e_homo_ev="-9.2075 / -7.4122"
C 3.049 -0.498 0.752
C -1.833 -0.816 0.446
C -2.254 0.554 -0.107
C -0.285 -0.791 0.547
C -1.130 0.822 -1.138
C 0.154 0.131 -0.599
N 1.231 1.089 -0.309
S 3.143 -1.411 2.054
S 3.465 0.176 -0.667
Cl 0.968 2.051 1.077
H -2.130 -0.996 1.542
H -2.269 -1.588 -0.287
H -3.301 0.766 -0.534
H -2.045 1.138 0.849
H 0.057 -0.375 1.502
H 0.071 -1.799 0.445
H -1.373 0.249 -2.105
H -1.113 1.871 -1.364
H 0.708 -0.266 -1.385
H 4.888 -0.310 -0.718


Record 11
28
Properties=species:S:1:pos:R:3 method="wB97M-V/def2-TZVPD" gap_ha=0.308 total_energy_ev=-28033.9221 e_homo_ev=-7.7407
C 1.409 -2.539 3.272
C 0.801 -1.313 3.151
C 1.753 -3.215 2.111
C 0.547 -0.761 1.957
C 1.595 -2.560 0.884
C 0.775 -1.453 0.719
C 0.495 3.452 -1.107
C 0.137 2.695 -3.459
C 0.351 -0.823 -0.537
C -1.489 -0.892 -2.122
C -1.777 2.879 0.438
N 0.058 3.105 -2.220
O 1.091 -0.335 -1.402
O -0.991 -0.980 -0.741
S -0.088 3.600 0.467
H 1.595 -3.101 4.207
H 0.438 -0.779 4.101
H 2.129 -4.178 2.095
H 0.012 0.190 1.790
H 1.941 -3.214 0.070
H 0.724 1.709 -3.480
H -0.178 3.280 -4.286
H -2.068 -1.820 -2.247
H -0.599 -0.739 -2.826
H -2.213 -0.019 -2.174
H -1.550 1.693 0.554
H -2.404 3.028 -0.426
H -2.492 3.092 1.211


Record 12
24
Properties=species:S:1:pos:R:3 method="wB97M-V/def2-TZVPD" gap_ha=0.327 total_energy_ev=-11605.6431 e_homo_ev=-8.1021
C -3.038 1.213 -0.908
C -1.624 1.381 -0.728
C -0.999 0.579 0.268
C 0.306 0.493 0.548
C 1.139 1.400 -0.051
O 2.408 1.823 0.314
C 0.666 2.194 -1.175
C -0.743 2.177 -1.431
H -3.462 0.702 -0.094
H -3.131 0.482 -1.847
H -3.532 2.142 -1.099
H -1.732 -0.128 0.822
H 0.704 -0.274 1.152
H 2.746 1.115 0.923
H 1.280 2.877 -1.864
H -1.124 2.664 -2.319
C 1.525 -2.508 1.631
C 1.094 -2.594 0.194
H 2.700 -2.481 1.720
H 0.953 -1.781 2.234
H 1.135 -3.458 2.173
H 1.176 -3.606 -0.179
H 1.532 -1.780 -0.483
H 0.019 -2.632 0.198


Record 13
71
Properties=species:S:1:pos:R:3 method="wB97M-V/def2-TZVPD" gap_ha="0.254 / 0.249" total_charge=-1 s_squared=8.760 total_energy_ev=-123585.1178 multiplicity=6 e_homo_ev="-4.2329 / -4.7350"
Ru -0.479 0.214 0.601
C -1.192 2.884 -2.773
O -0.086 3.763 -2.558
C 0.810 3.603 -1.541
C 1.995 4.279 -1.702
C 2.988 4.303 -0.710
C 2.758 3.636 0.463
C 1.560 2.922 0.654
C 1.377 2.287 1.949
N 0.476 1.430 2.216
N 0.462 0.966 3.548
C -0.262 -0.110 3.592
O -0.834 -0.703 2.610
C -0.455 -0.743 4.947
C -1.343 -1.801 5.061
C -1.558 -2.409 6.293
C -0.874 -1.963 7.414
C 0.021 -0.905 7.301
C 0.229 -0.296 6.071
C 0.544 2.884 -0.328
O -0.601 2.300 -0.118
H -1.380 2.927 -3.848
H -2.069 3.244 -2.238
H -0.969 1.865 -2.481
H 2.136 4.809 -2.636
H 3.905 4.855 -0.869
H 3.492 3.645 1.262
H 2.077 2.537 2.749
H -1.858 -2.137 4.170
H -2.257 -3.232 6.374
H -1.037 -2.437 8.375
H 0.560 -0.555 8.173
H 0.918 0.531 5.962
Br -3.303 1.227 1.027
C -4.082 -0.258 0.157
C -5.435 -0.245 0.016
C -6.083 -1.341 -0.602
C -5.349 -2.396 -1.045
C -3.936 -2.410 -0.909
C -3.182 -3.513 -1.380
C -1.829 -3.525 -1.237
C -1.167 -2.431 -0.632
C -1.828 -1.317 -0.170
C -3.251 -1.321 -0.298
H -6.008 0.598 0.378
H -7.160 -1.333 -0.709
H -5.834 -3.249 -1.506
H -3.703 -4.338 -1.855
H -1.251 -4.368 -1.599
H -0.084 -2.478 -0.554
C 1.344 -0.782 -6.336
O 2.574 -0.802 -5.636
C 2.526 -0.628 -4.283
C 3.781 -0.712 -3.637
C 3.814 -0.571 -2.279
C 2.652 -0.361 -1.507
C 2.729 -0.368 -0.070
C 4.061 -0.161 0.618
O 1.751 -0.572 0.664
C 1.394 -0.199 -2.167
O 0.328 0.149 -1.568
C 1.371 -0.378 -3.586
H 1.577 -0.997 -7.375
H 0.865 0.197 -6.265
H 0.658 -1.539 -5.950
H 4.672 -0.889 -4.222
H 4.770 -0.650 -1.776
H 4.694 -1.044 0.503
H 3.874 -0.003 1.677
H 4.585 0.695 0.193
H 0.407 -0.282 -4.061